Formula: C4H4O
Source: the Open Molecules 2025 dataset
Level of theory: ωB97M-V/def2-TZVPD

## Properties
Strongest force on any atom = 0.436 eV Å⁻¹
E_tot = -6255.5033 eV
Gap between HOMO and LUMO = 8.90 eV
Net charge = 0
Highest occupied orbital energy = -8.6 eV

Element x y z (Å)
O: -0.91871 0.20801 0.89308
C: -1.07788 -0.79269 -0.06543
C: -0.12076 -0.81545 -1.05124
C: 0.78881 0.28502 -0.50900
C: 0.17911 0.85882 0.62366
H: -1.98988 -1.35322 0.08891
H: 1.09363 -0.80575 -0.20520
H: 1.61415 0.73258 -1.05278
H: 0.43153 1.68269 1.27801

Here are the Löwdin charges for atoms 1 to 6, given in e: 0.015, -0.168, -0.065, -0.192, -0.104, 0.102